Density functional theory data (ωB97M-V with the def2-TZVPD basis set) for a single C2H4N2O2 molecule in a non-equilibrium geometry.

XYZ file:
```
10
Properties=species:S:1:pos:R:3:nbo_charge:R:1
C 0.08121 -0.10928 -0.57208 -0.06
N 0.99511 0.90664 -0.28151 -0.85
C -1.31218 -0.10302 0.30812 0.44
N 0.38527 -1.41137 -0.05916 0.13
O 1.26122 -1.44831 0.80032 -0.33
O -2.37744 -0.41377 -0.10553 -0.46
H -0.23253 -0.19922 -1.61443 0.22
H 0.63853 1.84857 -0.22094 0.39
H 1.66696 0.62664 0.42814 0.40
H -1.10614 0.30312 1.31707 0.12
```

The value obtained for the molecular weight is 88.1 g/mol. The energy above the lowest of the compared OMol25 structures with the same formula, charge and spin comes out at 434.0 kJ/mol. The calculation puts the gap between HOMO and LUMO (spin up / spin down) at 0.327 / 0.327 hartree. For the HOMO energy (spin up / spin down), the calculation gives -9.6 / -9.6 eV. As for the net charge: 0. The spin multiplicity is 1. For the LUMO energy (spin up / spin down), the calculation gives -0.025 / -0.025 Eh.